[1]
Density functional theory data (the ωB97M-V functional and the def2-TZVPD basis) for 3 unconnected molecules or ions with the total composition C31H60BBr2F6O7P2.

Element x y z (Å)
C -1.07 -0.31 -0.74
C -0.35 0.40 -1.82
P 1.30 -0.02 -2.73
C 0.50 0.21 -4.48
C -1.11 0.31 -4.57
C -2.02 -1.02 -4.33
Br -2.62 -1.78 -6.13
C 1.54 1.88 -2.82
C 2.05 2.72 -1.55
C 1.02 2.96 -0.28
Br 1.62 4.57 0.75
C 1.00 -1.89 -2.68
C 1.02 -2.78 -4.02
C 0.60 -4.32 -3.52
C -0.98 -4.68 -3.75
C -1.63 -4.98 -2.24
C -3.16 -4.39 -2.13
C -3.39 -3.93 -0.58
C -4.88 -3.36 -0.21
C -5.75 -2.77 -1.46
C -5.41 -1.16 -1.78
C -6.48 -0.16 -0.99
C -7.51 0.63 -2.01
C -6.78 1.64 -3.07
C -5.36 2.28 -2.56
B 2.28 -0.25 -1.11
O 3.72 0.12 -0.86
O 1.79 -0.91 0.15
P 3.15 -0.42 -3.87
C 4.17 -1.90 -3.22
O 4.36 0.87 -3.67
H -1.18 0.15 0.33
H -1.60 -1.34 -0.95
H -0.93 1.43 -2.04
H 0.82 1.27 -4.93
H 1.01 -0.48 -5.33
H -1.59 1.30 -4.09
H -1.29 0.54 -5.74
H -1.60 -1.84 -3.64
H -3.04 -0.65 -3.83
H 0.54 2.46 -3.16
H 2.27 2.24 -3.70
H 2.10 3.84 -1.99
H 3.18 2.58 -1.21
H -0.05 3.18 -0.77
H 0.86 2.01 0.39
H 1.78 -2.41 -1.93
H -0.03 -2.24 -2.19
H 2.03 -2.95 -4.58
H 0.22 -2.53 -4.85
H 1.22 -5.10 -4.17
H 0.98 -4.48 -2.41
H -1.04 -5.72 -4.31
H -1.60 -3.90 -4.37
H -1.53 -6.12 -1.98
H -0.98 -4.38 -1.46
H -3.88 -5.31 -2.36
H -3.25 -3.53 -2.92
H -3.24 -4.91 0.08
H -2.49 -3.22 -0.28
H -5.44 -4.17 0.43
H -4.71 -2.44 0.54
H -6.89 -2.75 -1.09
H -5.76 -3.43 -2.43
H -4.34 -0.85 -1.42
H -5.53 -0.95 -2.94
H -5.91 0.63 -0.29
H -7.18 -0.77 -0.23
H -8.23 -0.09 -2.61
H -8.23 1.29 -1.33
H -7.52 2.56 -3.23
H -6.69 1.10 -4.11
H -5.23 3.37 -3.01
H -5.27 2.39 -1.39
H -4.49 1.57 -2.97
H 3.80 0.47 0.09
H 1.39 -0.13 0.67
H 4.86 -1.69 -2.30
H 3.59 -2.89 -3.02
H 4.92 -2.17 -4.11
H 5.08 0.57 -3.04
C 4.18 -0.21 5.11
C 3.65 1.21 5.15
O 2.52 1.36 4.29
C 1.32 0.91 4.79
O 1.19 0.40 5.90
C 0.19 1.17 3.79
F 0.52 0.81 2.52
F -0.15 2.49 3.74
F -0.95 0.50 4.10
H 4.40 -0.51 4.07
H 5.09 -0.31 5.70
H 3.44 -0.92 5.49
H 4.43 1.90 4.79
H 3.41 1.52 6.18
C 3.95 4.71 10.24
C 5.46 4.83 10.12
O 5.95 3.97 9.09
C 5.82 4.43 7.80
O 5.31 5.51 7.51
C 6.43 3.44 6.81
F 6.06 2.15 7.05
F 7.79 3.45 6.84
F 6.08 3.70 5.52
H 3.66 3.66 10.40
H 3.58 5.31 11.08
H 3.45 5.05 9.33
H 5.93 4.51 11.06
H 5.77 5.87 9.95

For the HOMO energy, the calculation gives -3.58 eV. Its charge is -1. The LUMO energy is 1.5 eV. The largest force on an atom comes out at 0.10185 hartree/bohr. For the HOMO-LUMO gap, the calculation gives 5.10 eV. The spin multiplicity is 1.

Here are the Mulliken charges for atoms 1 to 6, given in e: number 1, C, carries -0.718; number 2, C, carries -0.150; number 3, P, carries 2.588; number 4, C, carries -0.923; number 5, C, carries -0.984; number 6, C, carries 0.792

---

[2]
Density functional theory data (the ωB97M-V functional and the def2-TZVPD basis) for 4 unconnected molecules or ions with the total composition C31H60NO15.

Element x y z (Å)
O -1.21 -3.68 1.16
C -0.50 -2.72 0.98
O -0.77 -1.52 1.58
C 0.79 -2.73 0.14
C 0.62 -3.28 -1.25
C 1.19 -4.51 -1.59
C 1.95 -5.33 -0.56
C 0.87 -6.05 0.33
C 1.31 -6.21 1.79
O 0.61 -7.29 2.38
C 1.08 -5.00 -2.87
C 1.69 -6.30 -3.37
O 2.23 -6.27 -4.44
O 1.67 -7.45 -2.62
C 0.35 -4.27 -3.80
C -0.21 -3.11 -3.42
N -0.07 -2.62 -2.19
C -0.74 -1.32 -1.93
C -2.29 -1.57 -1.93
O -2.61 -2.72 -1.18
H -1.72 -1.39 1.47
H 1.10 -1.68 0.03
H 1.57 -3.21 0.71
H 2.60 -4.71 0.06
H 2.52 -6.11 -1.05
H 0.60 -7.02 -0.09
H -0.04 -5.45 0.26
H 2.38 -6.45 1.79
H 1.15 -5.30 2.38
H -0.11 -6.96 2.92
H 0.82 -7.88 -2.78
H 0.22 -4.62 -4.82
H -0.80 -2.56 -4.15
H -0.44 -0.88 -0.99
H -0.48 -0.69 -2.77
H -2.80 -0.70 -1.51
H -2.63 -1.75 -2.96
H -2.52 -3.51 -1.73
C 0.26 0.65 4.49
O 0.46 2.03 4.27
C 0.76 2.38 2.93
C -0.20 3.39 2.32
O -1.56 3.03 2.22
C -2.31 2.78 3.40
C -2.50 3.93 4.38
O -1.29 4.44 4.89
C -1.08 5.83 4.69
H 1.17 0.20 4.89
H -0.53 0.53 5.23
H -0.04 0.12 3.58
H 0.83 1.50 2.29
H 1.76 2.85 2.95
H 0.13 3.55 1.29
H -0.10 4.37 2.80
H -1.93 1.89 3.91
H -3.31 2.49 3.05
H -3.08 3.55 5.22
H -3.10 4.72 3.90
H -1.64 6.22 3.84
H -0.02 5.99 4.49
H -1.34 6.38 5.59
C -4.88 -6.68 -8.11
O -4.42 -5.58 -8.87
C -4.60 -4.31 -8.27
C -3.32 -3.51 -8.10
O -2.29 -4.07 -7.29
C -1.69 -5.29 -7.68
C -0.92 -5.33 -9.00
O -1.71 -5.02 -10.12
C -1.26 -3.94 -10.92
H -5.86 -6.99 -8.47
H -4.19 -7.51 -8.25
H -4.93 -6.46 -7.04
H -5.12 -4.39 -7.31
H -5.25 -3.73 -8.94
H -3.60 -2.58 -7.60
H -2.92 -3.21 -9.07
H -2.41 -6.11 -7.63
H -0.96 -5.52 -6.89
H -0.54 -6.35 -9.13
H -0.05 -4.66 -8.93
H -0.62 -3.25 -10.36
H -2.13 -3.39 -11.27
H -0.72 -4.32 -11.79
C 2.93 10.70 4.86
O 2.92 9.29 5.02
C 4.16 8.65 4.81
C 4.65 7.83 5.99
O 4.88 8.50 7.22
C 3.80 9.13 7.89
C 2.66 8.24 8.38
O 1.99 7.54 7.35
C 1.96 6.13 7.49
H 2.55 10.96 3.87
H 2.26 11.13 5.61
H 3.92 11.13 5.01
H 4.94 9.37 4.52
H 4.03 7.96 3.97
H 5.62 7.42 5.71
H 4.01 6.95 6.15
H 3.42 9.96 7.30
H 4.24 9.58 8.78
H 1.92 8.90 8.85
H 3.03 7.56 9.15
H 2.76 5.75 8.13
H 2.07 5.68 6.50
H 0.98 5.83 7.89

For the HOMO energy, the calculation gives -10.07 eV. Its charge is +1. The LUMO energy is -4.6 eV. The largest force on an atom comes out at 0.03798 hartree/bohr. For the HOMO-LUMO gap, the calculation gives 5.46 eV. The spin multiplicity is 1.

Here are the Mulliken charges for atoms 1 to 6, given in e: number 1, O, carries -0.524; number 2, C, carries 0.457; number 3, O, carries -0.329; number 4, C, carries -1.437; number 5, C, carries 0.841; number 6, C, carries 0.583

---

[3]
Density functional theory data (the ωB97M-V functional and the def2-TZVPD basis) for a molecular structure, C31H61B3O8.

Element x y z (Å)
C 5.92 0.49 2.72
C 6.60 0.96 1.85
C 7.36 1.53 0.75
B 7.19 0.65 -0.56
O 7.62 1.09 -1.80
B 6.64 0.90 -2.75
O 5.41 0.34 -2.41
B 5.38 -0.45 -1.27
C 4.09 -1.20 -0.79
C 2.90 -1.07 -1.76
C 1.54 -0.85 -1.06
C 0.93 0.54 -1.35
C 0.17 1.19 -0.19
C 0.86 1.19 1.17
C 2.26 1.80 1.27
C 2.49 3.14 0.53
C 3.76 3.12 -0.35
C 3.96 4.50 -1.01
C 4.66 4.50 -2.38
O 4.66 3.26 -3.06
C 3.43 2.98 -3.71
O 6.56 -0.58 -0.53
H 5.28 -0.12 3.31
H 7.06 2.56 0.56
H 8.43 1.55 0.99
H 6.84 1.20 -3.87
H 4.38 -2.24 -0.61
H 3.81 -0.78 0.17
H 3.08 -0.28 -2.48
H 2.86 -1.99 -2.35
H 0.85 -1.59 -1.46
H 1.62 -1.05 0.00
H 0.20 0.40 -2.15
H 1.70 1.19 -1.77
H -0.10 2.20 -0.50
H -0.79 0.67 -0.09
H 0.89 0.17 1.55
H 0.21 1.74 1.86
H 3.05 1.10 0.99
H 2.42 2.00 2.33
H 1.63 3.48 -0.04
H 2.69 3.91 1.28
H 3.64 2.32 -1.07
H 4.62 2.91 0.28
H 4.59 5.08 -0.34
H 3.00 5.02 -1.03
H 5.69 4.85 -2.32
H 4.14 5.23 -3.02
H 2.61 3.49 -3.20
H 3.48 3.32 -4.75
H 3.26 1.91 -3.71
C 9.93 -3.84 0.98
C 9.29 -2.53 1.45
C 7.84 -2.95 1.60
O 7.85 -4.33 1.97
C 9.16 -4.87 1.78
H 11.01 -3.88 1.15
H 9.76 -3.98 -0.09
H 9.71 -2.24 2.41
H 9.42 -1.70 0.75
H 7.29 -2.84 0.66
H 7.31 -2.38 2.37
H 9.61 -5.03 2.76
H 9.08 -5.83 1.27
C -5.16 1.56 2.21
C -4.95 2.59 1.10
C -3.43 2.57 0.94
O -3.01 1.25 1.27
C -4.09 0.53 1.88
H -6.16 1.14 2.23
H -4.96 2.02 3.18
H -5.42 2.25 0.18
H -5.33 3.58 1.34
H -2.95 3.27 1.64
H -3.11 2.81 -0.07
H -4.46 -0.21 1.16
H -3.73 0.00 2.76
C -10.54 -0.13 1.22
C -10.08 0.89 0.20
C -8.93 1.57 0.93
O -8.36 0.57 1.79
C -9.23 -0.56 1.85
H -11.09 -0.96 0.79
H -11.18 0.35 1.97
H -9.70 0.39 -0.70
H -10.85 1.60 -0.11
H -9.28 2.40 1.55
H -8.16 1.95 0.26
H -8.77 -1.38 1.28
H -9.34 -0.88 2.89
C -8.23 -4.80 -1.08
C -9.54 -5.58 -1.15
C -10.55 -4.53 -0.72
O -10.03 -3.27 -1.16
C -8.67 -3.42 -1.56
H -7.43 -5.22 -1.69
H -7.88 -4.74 -0.05
H -9.73 -5.90 -2.17
H -9.55 -6.46 -0.51
H -10.66 -4.50 0.37
H -11.53 -4.68 -1.16
H -8.62 -3.35 -2.65
H -8.07 -2.61 -1.14

Its energy above the lowest of the compared OMol25 structures with the same formula, charge and spin is 0.0 kcal per mole. For the HOMO energy, the calculation gives -9.22 eV. The LUMO energy is 0.7 eV. The largest force on an atom comes out at 0.02262 hartree/bohr. For the HOMO-LUMO gap, the calculation gives 9.89 eV. The spin multiplicity is 1.

Here are the Mulliken charges for atoms 1 to 6, given in e: number 1, C, carries -0.190; number 2, C, carries -0.194; number 3, C, carries -0.708; number 4, B, carries 0.364; number 5, O, carries -0.502; number 6, B, carries 0.425

---

[4]
Density functional theory data (the ωB97M-V functional and the def2-TZVPD basis) for 7 unconnected molecules or ions with the total composition C31H62Br12N3O3.

Element x y z (Å)
C -0.60 3.17 7.48
C -0.36 2.01 6.53
O -0.08 2.45 5.20
C 1.04 1.90 4.59
C 1.90 2.92 3.82
C 1.79 4.41 4.14
C 0.45 5.06 3.70
C -0.34 5.63 4.89
C -1.37 6.74 4.61
C -2.75 6.26 4.10
C -2.74 5.00 3.24
C -4.13 4.63 2.71
C -4.30 3.12 2.57
O -3.16 2.51 1.91
C -3.33 2.40 0.56
C -2.93 3.58 -0.27
O -3.74 1.42 0.09
N 1.74 2.62 2.34
C 1.42 1.15 2.23
C 0.70 0.80 0.94
C 1.66 0.88 -0.25
C 1.28 1.72 -1.44
N 2.74 0.22 -0.15
C 0.64 0.80 3.51
N -0.77 0.69 3.27
H 0.29 3.80 7.55
H -0.84 2.77 8.48
H -1.44 3.77 7.13
H -1.27 1.38 6.49
H 0.46 1.37 6.89
H 1.70 1.41 5.32
H 2.94 2.61 4.00
H 2.63 4.93 3.67
H 1.89 4.51 5.23
H -0.16 4.29 3.19
H 0.63 5.86 2.97
H -0.85 4.82 5.41
H 0.40 6.05 5.58
H -0.95 7.52 3.96
H -1.54 7.23 5.57
H -3.26 7.05 3.54
H -3.38 6.07 4.99
H -2.05 5.17 2.40
H -2.33 4.15 3.81
H -4.89 5.01 3.41
H -4.33 5.11 1.74
H -4.38 2.65 3.56
H -5.22 2.85 2.02
H -2.26 3.25 -1.07
H -2.42 4.35 0.32
H -3.83 4.01 -0.72
H 2.67 2.76 1.94
H 1.09 3.22 1.83
H 2.37 0.60 2.18
H -0.19 1.42 0.76
H 0.34 -0.23 1.02
H 1.17 2.78 -1.14
H 0.31 1.40 -1.84
H 2.03 1.64 -2.22
H 3.31 0.32 -0.99
H 0.99 -0.19 3.82
H -1.21 1.55 2.95
H -1.26 0.39 4.10
Br 2.21 -0.43 -4.90
C 3.31 0.88 -5.82
C 4.65 1.05 -5.15
Br 4.48 2.03 -3.47
H 2.73 1.81 -5.82
H 3.42 0.51 -6.83
H 5.31 1.64 -5.78
H 5.11 0.10 -4.91
Br 2.30 -2.40 -8.57
C 3.51 -3.80 -7.99
C 4.12 -3.50 -6.65
Br 5.51 -2.14 -6.77
H 4.26 -3.91 -8.77
H 2.90 -4.70 -7.95
H 4.62 -4.39 -6.26
H 3.39 -3.14 -5.93
Br 3.20 -6.33 -10.52
C 1.86 -7.58 -9.85
C 0.46 -7.13 -10.18
Br -0.13 -5.66 -9.05
H 2.02 -7.66 -8.78
H 2.08 -8.53 -10.32
H -0.24 -7.94 -10.00
H 0.37 -6.79 -11.21
Br 2.30 -11.28 -10.76
C 2.01 -11.85 -8.93
C 0.55 -11.94 -8.58
Br -0.27 -10.20 -8.32
H 2.54 -11.14 -8.29
H 2.48 -12.82 -8.85
H 0.41 -12.47 -7.64
H -0.02 -12.44 -9.36
Br 1.21 -2.97 0.55
C -0.15 -4.25 1.10
C -1.54 -3.67 0.95
Br -1.87 -2.33 2.32
H 0.07 -4.52 2.12
H -0.03 -5.12 0.45
H -2.30 -4.44 1.07
H -1.67 -3.17 0.00
Br -3.41 -0.55 5.30
C -4.03 -0.10 7.09
C -5.34 0.65 7.05
Br -5.09 2.48 6.45
H -3.25 0.49 7.56
H -4.14 -1.04 7.62
H -5.77 0.71 8.04
H -6.05 0.19 6.37

For the HOMO energy, the calculation gives -11.00 eV. Its charge is +1. The LUMO energy is -2.3 eV. The largest force on an atom comes out at 0.06397 hartree/bohr. For the HOMO-LUMO gap, the calculation gives 8.69 eV. The spin multiplicity is 1.

Here are the Mulliken charges for atoms 1 to 6, given in e: number 1, C, carries -1.256; number 2, C, carries 0.338; number 3, O, carries 0.010; number 4, C, carries 0.121; number 5, C, carries -0.621; number 6, C, carries -1.564